{"formula": "C41H99N2O10", "method": "ωB97M-V/def2-TZVPD", "species": ["C", "C", "O", "H", "H", "H", "H", "H", "C", "C", "C", "C", "C", "C", "N", "O", "C", "C", "C", "H", "H", "H", "H", "H", "H", "H", "H", "H", "H", "H", "H", "H", "H", "H", "H", "H", "H", "H", "C", "C", "C", "C", "C", "C", "N", "O", "C", "C", "C", "H", "H", "H", "H", "H", "H", "H", "H", "H", "H", "H", "H", "H", "H", "H", "H", "H", "H", "H", "C", "C", "C", "O", "H", "H", "H", "H", "H", "H", "H", "H", "C", "C", "C", "O", "H", "H", "H", "H", "H", "H", "H", "H", "C", "C", "C", "O", "H", "H", "H", "H", "H", "H", "H", "H", "C", "C", "C", "O", "H", "H", "H", "H", "H", "H", "H", "H", "C", "C", "C", "O", "H", "H", "H", "H", "H", "H", "H", "H", "C", "C", "C", "O", "H", "H", "H", "H", "H", "H", "H", "H", "C", "C", "C", "O", "H", "H", "H", "H", "H", "H", "H", "H"], "xyz": [[0.36338, 0.75227, -1.28280], [-0.99018, 0.05861, -1.35043], [-1.29495, -0.42879, -2.62803], [1.20543, 0.07359, -1.41861], [0.45655, 1.26520, -0.32555], [0.48338, 1.51470, -2.05246], [-1.72203, 0.77140, -0.97040], [-1.06637, -0.75674, -0.63105], [-1.08611, -6.13424, 3.55202], [0.34080, -5.53450, 4.00589], [1.48780, -6.05625, 3.00165], [1.59563, -5.19685, 1.76099], [1.56763, -3.66596, 1.99184], [0.40712, -3.16271, 2.86687], [0.39696, -4.07144, 4.09639], [-0.44190, -3.64560, 5.05703], [0.81526, -1.69677, 3.25657], [-0.93152, -3.15445, 2.02999], [0.75244, -6.20089, 5.35603], [-1.24365, -5.73229, 2.55116], [-1.86032, -5.74636, 4.21402], [-1.23474, -7.21127, 3.47448], [2.48705, -6.22228, 3.40419], [1.13469, -7.03408, 2.67417], [0.87291, -5.49716, 1.00231], [2.47714, -5.39066, 1.14986], [1.53353, -3.21806, 0.99871], [2.52736, -3.33048, 2.38487], [0.02518, -1.02628, 3.59468], [1.59112, -1.59834, 4.01582], [1.31656, -1.21042, 2.41975], [-1.02494, -2.35413, 1.29592], [-1.08457, -4.09997, 1.50972], [-1.83101, -3.16009, 2.64561], [1.73211, -5.88590, 5.71535], [0.69507, -7.28654, 5.27747], [0.05333, -5.94985, 6.15373], [0.12363, -3.04873, 5.55253], [3.26190, 2.51602, 6.04748], [2.62004, 3.13688, 4.76937], [3.43161, 4.38511, 4.32190], [4.79930, 3.97879, 3.68432], [4.50798, 3.16650, 2.42245], [3.76605, 1.85162, 2.78925], [2.58925, 2.10245, 3.64606], [1.71418, 1.00287, 3.91637], [3.17148, 1.33802, 1.51234], [4.61594, 0.68723, 3.36268], [1.17542, 3.57809, 5.02640], [4.18610, 1.98831, 5.81193], [2.52020, 1.87515, 6.52421], [3.60920, 3.23715, 6.78739], [2.94255, 4.98193, 3.55202], [3.65937, 5.11874, 5.09521], [5.39301, 3.38739, 4.38134], [5.45253, 4.81319, 3.42904], [5.43331, 2.77512, 1.99975], [3.99759, 3.82184, 1.71666], [2.61078, 0.42155, 1.69616], [2.47531, 2.11112, 1.18715], [3.89576, 1.11209, 0.72973], [4.12534, -0.27540, 3.50677], [5.38884, 0.44695, 2.63262], [5.25861, 0.95219, 4.20224], [0.74301, 3.94170, 4.09425], [0.99253, 4.35569, 5.76801], [0.60401, 2.70471, 5.34071], [1.03098, 1.22139, 3.27834], [-5.85599, 1.10516, -2.00102], [-5.85915, 0.15076, -3.19858], [-6.43047, 0.59728, -4.52466], [-4.46725, -0.18567, -3.37646], [-5.66760, 0.65867, -1.02467], [-6.85982, 1.52965, -1.98603], [-5.11703, 1.90571, -2.03495], [-6.26336, -0.77001, -2.77798], [-6.17094, 1.61898, -4.80191], [-7.47687, 0.40832, -4.76430], [-5.91679, -0.07865, -5.20829], [-4.00457, 0.39351, -2.76647], [2.79633, -0.27458, -6.04415], [2.05580, 0.35010, -4.88658], [1.67448, 1.84027, -5.02516], [0.83742, -0.39018, -4.67708], [3.51155, -0.92032, -5.53465], [3.34050, 0.46279, -6.63429], [2.13787, -0.79512, -6.73954], [2.67213, 0.40622, -3.98931], [1.28664, 2.11743, -6.00540], [2.63010, 2.36439, -5.01193], [1.09164, 2.10674, -4.14347], [0.34516, -0.04188, -3.93011], [-1.65160, 1.28119, 2.33809], [-2.67983, 2.17045, 1.66887], [-4.01564, 1.36551, 1.60823], [-2.91417, 3.30287, 2.50785], [-1.38475, 0.50710, 1.61860], [-2.10446, 0.77759, 3.19214], [-0.72951, 1.80836, 2.58295], [-2.31903, 2.49020, 0.69128], [-3.98319, 0.45837, 1.00479], [-4.72693, 2.00982, 1.09149], [-4.42420, 1.04155, 2.56543], [-2.23470, 3.94168, 2.28019], [2.04121, 4.43521, -0.34973], [2.11366, 5.63375, -1.36670], [2.30671, 5.06940, -2.79195], [0.90805, 6.29425, -1.42076], [1.15990, 3.80623, -0.47528], [2.05962, 4.79080, 0.68048], [2.93312, 3.82343, -0.48512], [2.95397, 6.31238, -1.22027], [1.76580, 4.13091, -2.91339], [3.37526, 4.86111, -2.84589], [2.04151, 5.84024, -3.51554], [0.87672, 6.95283, -2.11854], [2.05406, -3.16560, -3.79326], [0.85232, -3.70973, -3.01208], [0.97065, -3.60951, -1.47953], [-0.25114, -2.94838, -3.39728], [1.90347, -3.08336, -4.86968], [2.95510, -3.74454, -3.59066], [2.38461, -2.19607, -3.42063], [0.62095, -4.71116, -3.37498], [1.66573, -4.37098, -1.12579], [0.00010, -3.73897, -1.00062], [1.44464, -2.65834, -1.23725], [-0.35049, -2.26983, -2.72549], [-4.03398, -2.19754, -0.71625], [-3.37360, -3.31817, -1.39092], [-3.70990, -4.79406, -0.89918], [-3.62290, -3.17173, -2.77761], [-5.06685, -2.38926, -0.42553], [-3.99527, -1.26386, -1.27736], [-3.57624, -2.00476, 0.25402], [-2.30845, -3.13167, -1.25388], [-3.22524, -5.02788, 0.04873], [-3.39183, -5.58969, -1.57290], [-4.78731, -4.94512, -0.83225], [-4.56692, -3.12841, -2.94656], [-1.80554, 3.52643, -3.48128], [-2.51265, 2.80865, -4.66152], [-2.13322, 3.44232, -6.07283], [-2.08915, 1.44555, -4.69945], [-0.71908, 3.44874, -3.44035], [-2.09764, 3.13706, -2.50600], [-2.05527, 4.58738, -3.49248], [-3.59890, 2.78965, -4.57321], [-1.08875, 3.72456, -6.20524], [-2.77793, 4.29016, -6.30439], [-2.25981, 2.58334, -6.73179], [-1.71230, 1.25863, -3.83653]], "forces_ev_per_angstrom": [[0.167, 0.029, 0.402], [-0.180, -0.671, -2.236], [0.678, 1.072, 1.198], [0.035, -0.249, 0.093], [0.315, 0.086, 0.355], [-0.331, 0.113, -0.207], [-0.656, 0.730, 0.160], [0.418, -0.483, 0.779], [0.978, 1.441, -0.122], [1.120, -2.049, -0.461], [-1.420, 0.414, -0.382], [0.017, 0.766, -0.909], [-0.103, -0.927, -0.353], [-0.107, -0.044, -0.135], [2.152, -0.689, -2.687], [-1.745, 1.221, 1.630], [-0.050, -0.330, 0.240], [0.065, -0.746, 0.698], [-0.917, 0.710, 0.159], [-0.333, -0.111, 0.048], [-0.005, 0.120, -0.020], [0.680, -0.097, 0.309], [-0.218, 0.373, 0.742], [0.100, -0.232, 0.117], [-0.798, 0.257, 0.292], [0.608, -0.205, 0.476], [-0.336, 0.246, 0.071], [0.028, -0.109, 0.470], [-0.383, -0.291, -0.140], [0.022, -0.663, 0.312], [-0.408, -0.140, -0.417], [0.348, 0.149, 0.102], [0.529, 0.017, -0.398], [0.122, 0.545, 0.491], [0.133, -0.028, -0.310], [0.256, -0.017, -0.276], [-0.183, 0.159, -0.010], [-0.254, 0.156, 0.462], [-0.035, 0.336, -0.251], [0.529, -0.209, 0.093], [1.642, -0.334, -1.052], [-0.426, -0.267, -0.004], [0.606, -0.945, 1.787], [-1.142, -1.372, 0.470], [-0.208, 3.024, 0.713], [1.263, 0.786, -0.093], [-0.684, -0.280, -0.732], [1.774, 0.684, -0.611], [-0.321, -0.591, -0.225], [-0.321, -0.395, -0.175], [0.273, -0.283, -0.016], [-0.449, 0.460, 0.011], [-0.566, -0.259, -0.116], [-0.425, -0.417, 0.619], [-0.059, -0.178, 0.159], [-0.307, 0.397, 0.070], [0.160, 0.382, -0.355], [-0.272, -0.497, -0.137], [-0.027, -0.002, -0.094], [-0.069, -0.193, -0.421], [0.142, 0.177, 0.021], [-0.580, 0.463, 0.303], [0.058, -0.027, -0.506], [-0.493, 0.036, 0.518], [-0.007, -0.040, -0.121], [0.611, 0.024, 0.168], [-0.143, 0.030, -0.015], [-0.465, -0.438, 0.025], [-1.377, 0.588, -0.156], [1.930, -0.140, 1.873], [0.280, -0.676, -0.565], [-0.659, 0.188, -0.502], [-0.137, -0.611, -0.205], [-0.042, 0.472, 0.447], [-0.030, 0.253, -0.640], [-0.861, -0.202, -0.583], [0.082, 0.019, 0.179], [-0.270, 0.185, 0.719], [0.190, 0.228, -0.347], [0.847, -0.299, -0.367], [0.403, 0.208, 0.433], [-2.696, 1.178, 0.172], [1.426, -0.440, -0.638], [1.794, -0.116, -0.885], [0.126, -0.524, -0.776], [0.170, 0.146, 0.132], [-0.064, -0.178, 0.357], [0.307, -0.777, 0.313], [-0.831, -0.212, 0.240], [0.188, 0.445, 0.383], [-0.250, 0.282, -0.439], [-0.806, -0.123, 0.651], [0.186, -0.567, -0.784], [-0.679, -1.341, 1.333], [0.178, 0.813, -1.112], [-0.221, 0.319, -0.286], [0.136, -0.233, -0.038], [0.259, 0.233, 0.252], [-0.070, 0.197, 0.243], [-0.284, -0.093, -0.197], [0.572, -0.004, -0.149], [-0.350, 0.011, 0.237], [0.312, 0.477, 0.258], [0.017, 0.184, 0.151], [0.529, 1.432, -0.319], [0.100, -2.175, -1.552], [1.135, -0.253, 1.100], [-1.975, 1.066, 1.468], [-0.036, 0.188, -0.330], [-0.098, 0.093, 0.080], [-0.021, -0.083, -0.077], [0.119, 0.085, 0.740], [-0.181, 0.238, -0.278], [0.116, -0.237, -0.612], [-0.011, -0.245, -0.198], [0.258, -0.122, -0.051], [1.136, -0.259, 0.916], [-0.227, 0.852, -0.498], [1.074, -0.738, -0.905], [-0.555, -0.473, -0.073], [-0.304, -0.116, 0.199], [0.142, -0.666, -0.223], [-0.603, 0.397, -0.034], [0.274, -0.445, 0.341], [-0.012, -0.197, 0.258], [0.053, 0.096, -0.019], [-0.345, 0.276, 0.125], [-0.829, 1.261, -0.373], [-1.052, 1.005, 2.224], [0.394, -1.564, -1.103], [0.098, 1.005, -0.221], [0.442, -0.854, -0.437], [-0.450, -0.170, -0.363], [0.263, -0.334, -0.240], [0.302, 0.084, 0.214], [0.221, -0.325, -0.422], [-0.208, 0.202, 0.285], [0.401, 0.457, -0.426], [-0.185, 0.224, 0.334], [-0.123, 0.142, 0.179], [-0.789, 0.243, -0.050], [2.193, -0.056, -0.686], [-0.463, -1.048, 1.234], [-0.235, 1.218, -0.501], [0.080, -0.144, -0.736], [-0.438, -0.169, 0.042], [-0.004, 0.153, 0.068], [-0.209, 0.468, 0.204], [0.089, 0.102, 0.542], [-0.043, -0.085, -0.220], [-0.401, 0.312, -0.414], [0.196, -1.323, 0.527]], "gap_ev": 6.18, "total_charge": -1, "lumo_ev": 2.1}